ORCA calculation (wB97M-V/def2-TZVPD) on the molecule C7H8O.

The geometry in XYZ format:
```
16
Properties=species:S:1:pos:R:3:forces:R:3
C 3.482917 0.092746 -0.521692 0.109 2.207 0.455
C 2.367457 0.100484 -0.004555 0.414 -0.175 -0.673
C 1.028068 -0.215933 0.661016 3.190 -0.769 -1.501
C -0.210288 0.603075 0.655195 -2.251 0.109 -0.865
C -1.396901 1.279879 -0.158198 2.173 -0.040 -2.152
O -2.165228 0.098030 -0.477388 -1.473 0.195 -0.919
C -1.534666 -1.083755 -0.138198 2.603 -3.217 0.551
C 0.014013 -0.688327 -0.361976 -2.526 -0.319 2.543
H 4.474673 0.598007 -0.857623 -2.324 -1.695 0.658
H 1.452839 -0.821159 1.503889 -1.721 0.696 0.002
H -0.931517 0.269927 1.452866 1.694 -0.149 -0.220
H -1.226095 1.918128 -1.118702 0.224 -1.435 1.510
H -2.052736 1.841130 0.433576 -0.528 1.026 1.319
H -1.900011 -2.096714 -0.591408 0.334 2.444 -0.600
H -1.662788 -1.409447 0.916656 0.094 0.635 -0.136
H 0.260269 -0.486064 -1.393462 -0.012 0.486 0.027
```
Forces are in eV/Å.

Highest occupied orbital energy (eV): -8.98
Frontier orbital gap (eV): 9.90



ORCA calculation (wB97M-V/def2-TZVPD) on the molecule C7H8O.

The geometry in XYZ format:
```
16
Properties=species:S:1:pos:R:3:forces:R:3
C -1.161441 -0.080023 1.677129 0.991 -0.785 0.982
C 0.138858 0.370963 1.436252 -2.781 2.908 0.399
C 0.779794 -0.426549 0.272702 0.843 3.144 2.428
C 1.017687 0.827124 -0.523730 -2.340 3.268 -3.626
C 0.958496 0.760759 -2.056528 -3.056 -1.022 0.310
O -0.347641 1.094455 -1.159291 4.287 -0.098 -1.415
C -0.221684 -1.461687 -0.034915 -0.107 -2.721 -0.408
C -1.270272 -1.420510 0.790062 -2.349 1.926 3.094
H -1.961297 0.317880 2.573528 2.420 -1.165 -3.124
H 0.490948 1.654783 1.465149 -1.235 -4.483 1.083
H 1.753673 -0.667022 0.666997 0.476 -1.306 -0.029
H 1.361530 1.877728 0.024186 -0.223 -3.298 -1.757
H 1.150857 1.663268 -2.951726 -0.288 -3.042 3.099
H 0.775546 -0.472205 -2.329992 0.854 3.932 -0.020
H -0.047727 -2.426630 -0.588450 0.136 1.417 0.246
H -2.191024 -2.123899 1.048800 2.372 1.322 -1.262
```
Forces are in eV/Å.

Highest occupied orbital energy (eV): -8.86
Frontier orbital gap (eV): 9.78



ORCA calculation (wB97M-V/def2-TZVPD) on the molecule C7H8O.

The geometry in XYZ format:
```
16
Properties=species:S:1:pos:R:3:forces:R:3
C 0.641089 -0.208006 0.072153 -5.258 -0.554 -2.852
C -0.717062 0.132632 -0.261080 6.197 -3.617 -1.008
C -0.012923 -0.932167 -0.986920 -0.243 2.755 2.308
C 1.649899 -0.132479 0.952186 5.442 -0.615 0.277
C -1.772253 0.861870 0.051906 -3.128 4.731 3.547
C 3.088786 -0.697132 0.653850 -1.830 0.532 -0.043
C -3.045307 0.853257 -0.670750 0.080 -3.516 2.245
O 0.014245 -1.747021 -1.841535 0.009 -1.806 -1.802
H 1.701326 0.458905 1.779623 -0.825 1.553 2.328
H -1.749704 1.640697 0.900770 0.482 -1.399 -1.170
H 3.043946 -1.660924 1.212399 0.724 0.373 -0.560
H 3.934190 -0.025012 1.029930 -1.317 -1.000 -0.554
H 3.089228 -0.853985 -0.447527 0.654 -0.207 0.813
H -2.767623 1.136741 -1.613739 -0.212 0.709 -2.923
H -3.786063 1.447583 -0.182682 -0.508 0.328 -0.055
H -3.311774 -0.274959 -0.648585 -0.267 1.734 -0.550
```
Forces are in eV/Å.

Highest occupied orbital energy (alpha / beta) (eV): -6.67 / -8.76
Spin multiplicity: 3
Expectation value of S²: 2.011
Frontier orbital gap (alpha / beta) (eV): 7.51 / 6.24



ORCA calculation (wB97M-V/def2-TZVPD) on the molecule C7H8O2.

The geometry in XYZ format:
```
17
Properties=species:S:1:pos:R:3:forces:R:3
C 1.277845 -1.102874 1.279602 0.104 0.047 -0.062
C 1.388836 -0.253126 0.269631 0.102 -0.142 0.016
C 0.293720 0.231662 -0.584733 -1.854 0.947 0.680
O 0.665904 1.023713 -1.665873 0.055 0.012 -0.326
C -0.966779 -0.559837 -0.786673 0.299 0.142 0.040
C -1.077805 0.610849 0.154889 -0.132 -0.213 0.265
C -2.007641 1.762828 -0.148811 0.876 -0.403 -0.913
C -2.990603 2.319338 0.519748 0.384 -0.034 0.315
O -3.833598 2.887487 1.088196 0.198 -0.300 -0.192
H 2.135313 -1.398256 1.856168 0.214 -0.026 0.097
H 0.337689 -1.535201 1.574173 -0.278 -0.096 0.024
H 2.360016 0.146874 0.005669 0.120 0.019 0.021
H 1.120821 1.811045 -1.346093 -0.064 -0.036 0.063
H -1.005699 -1.564353 -0.395320 0.053 -0.144 0.111
H -1.424587 -0.450174 -1.759118 -0.037 0.108 -0.066
H -1.056827 0.365574 1.210216 0.143 -0.125 -0.032
H -1.924569 2.125587 -1.168354 -0.182 0.243 -0.041
```
Forces are in eV/Å.

Highest occupied orbital energy (eV): -8.35
Frontier orbital gap (eV): 9.04



ORCA calculation (wB97M-V/def2-TZVPD) on a cluster of 2 separate species, C7H8O2 in total.

The geometry in XYZ format:
```
17
Properties=species:S:1:pos:R:3:forces:R:3
C -1.277489 -0.545065 -1.119000 0.580 -1.056 0.279
C -0.475205 0.520384 -1.118810 0.112 -3.959 2.727
C 2.818569 1.593180 -1.224932 -1.693 0.851 -3.386
C -1.181798 -0.770445 1.297794 1.999 -0.551 0.644
C -0.176010 0.444644 1.367842 0.798 -0.278 0.725
C -0.680849 -1.449443 -0.022375 -0.281 -0.471 0.469
C 0.490677 0.239585 0.042726 -0.209 1.130 -2.254
O 3.002287 2.018316 -2.334714 0.025 -1.028 2.918
O 0.711212 -1.123460 -0.046057 0.181 -0.394 0.111
H -2.196555 -0.885508 -1.605474 0.430 0.693 -0.201
H -0.477740 1.337336 -1.662179 -0.252 3.958 -2.497
H 3.404330 1.401925 -0.360765 1.447 -0.017 0.763
H -1.187836 -1.429902 2.201114 0.009 0.656 -0.810
H -2.112929 -0.477739 0.981106 -2.638 0.927 0.414
H -0.445874 1.485258 1.635016 -0.508 -0.803 -0.443
H 0.636104 0.175451 2.033384 -0.109 -0.089 0.745
H -0.850893 -2.534519 -0.064678 0.111 0.431 -0.203
```
Forces are in eV/Å.

Highest occupied orbital energy (alpha / beta) (eV): -8.01 / -8.24
Frontier orbital gap (alpha / beta) (eV): 8.28 / 8.84



ORCA calculation (wB97M-V/def2-TZVPD) on the molecule C7H8O2.

The geometry in XYZ format:
```
17
Properties=species:S:1:pos:R:3:forces:R:3
C 1.798628 -0.858402 -0.668857 2.686 -0.425 -1.035
C 1.234331 0.043721 0.336801 -2.152 -0.685 3.325
O 1.313411 1.453654 0.157013 1.710 1.328 -0.570
C 0.119683 2.052787 -0.136896 -2.550 -3.036 1.349
C -0.928398 1.256390 0.261521 2.518 -0.804 -1.236
O -2.179855 1.045257 -0.305163 -0.360 -0.282 0.050
C -2.387672 -0.350658 -0.348730 1.841 -0.727 2.403
C -1.391929 -1.029694 0.342757 -0.863 3.236 -3.147
C -0.296399 -0.063185 0.728597 -1.657 -0.740 2.858
H 1.407868 -0.504859 -1.584840 -0.288 -0.258 -1.572
H 2.975802 -0.864620 -0.755918 -2.277 0.400 0.364
H 1.541027 -1.910569 -0.479360 -0.251 0.461 -0.031
H 1.664289 -0.262246 1.302272 0.511 0.905 -0.286
H 0.036831 2.986836 -0.597262 0.614 1.170 -0.687
H -3.370586 -0.694559 -0.719392 0.858 0.489 0.198
H -1.252263 -2.025796 0.553588 -0.385 -2.207 0.137
H -0.284765 -0.274065 1.913871 0.047 1.174 -2.120
```
Forces are in eV/Å.

Highest occupied orbital energy (eV): -7.67
Frontier orbital gap (eV): 8.56



ORCA calculation (wB97M-V/def2-TZVPD) on a structure of composition C7H8O3.

The geometry in XYZ format:
```
18
Properties=species:S:1:pos:R:3:forces:R:3
C -3.510750 -0.153615 0.316092 1.709 -0.175 -2.225
C -2.609909 -0.196638 -0.503662 0.637 0.535 0.986
C 0.859172 1.111881 -0.404257 -3.474 -1.996 2.563
C -1.284836 0.042236 -1.024158 0.953 3.725 1.037
C -0.450242 1.292708 0.350391 -0.446 -2.182 -0.812
C 0.927895 -0.384308 -0.514949 1.444 -1.019 -1.008
C 1.478644 -1.055883 0.715442 1.987 0.888 1.120
O 1.543642 1.977813 -0.817226 1.339 1.379 -0.932
O -0.365647 -0.949177 -0.726975 -0.224 0.088 -0.667
O -0.862233 2.527585 0.543431 -1.300 0.933 0.632
H -4.511101 -0.180861 0.512882 -1.995 -0.132 1.056
H -1.185454 0.699376 -2.020168 -0.247 -1.973 1.883
H -0.628734 0.709942 1.303372 0.225 0.132 -1.515
H 1.536834 -0.616545 -1.342749 0.758 -0.435 -1.373
H 2.626770 -1.228644 0.827185 -2.093 0.340 -0.726
H 0.928392 -1.964932 0.818463 -0.071 -0.744 0.258
H 1.200674 -0.376125 1.520275 0.111 -0.446 0.576
H -0.371244 3.091529 -0.029505 0.687 1.084 -0.852
```
Forces are in eV/Å.

Highest occupied orbital energy (eV): -8.34
Frontier orbital gap (eV): 8.50



ORCA calculation (wB97M-V/def2-TZVPD) on a structure of composition C7H8O4.

The geometry in XYZ format:
```
19
Properties=species:S:1:pos:R:3:forces:R:3
C 2.571261 0.958164 0.225268 -4.216 3.998 0.219
C 2.172852 -0.457036 -0.004392 -3.628 0.991 2.236
C -0.335622 -0.709816 -0.297891 4.548 -2.389 -2.214
C -1.203346 -1.866979 0.129792 1.157 -3.786 4.413
C -2.620768 -0.086169 -0.102951 3.962 -1.619 1.294
C -1.146786 0.394463 -0.104367 -2.816 7.944 -0.464
C -0.907848 1.809673 -0.103429 2.396 -9.779 0.030
H 3.566614 1.047168 0.197806 3.874 0.422 -0.532
H 2.277447 1.539643 1.365872 0.286 -2.201 -3.735
H 2.095045 1.712708 -0.800648 1.430 -2.475 3.391
H -0.130842 -0.651320 -1.668024 0.140 -0.759 4.207
H -0.962470 -2.168145 1.353194 -0.252 1.495 -3.042
H -1.147605 -2.970771 -0.185004 0.198 2.092 -0.846
H 0.065370 2.132194 -0.077040 1.867 1.139 0.038
H -1.721037 2.309599 -0.076065 -5.148 4.020 0.280
O 2.672163 -1.358107 -0.545307 1.683 -0.943 -1.325
O 0.905426 -0.670191 0.647877 -1.391 0.154 -2.655
O -2.511927 -1.429526 0.109622 -1.619 -0.126 -0.877
O -3.637934 0.464447 -0.064322 -2.472 1.824 -0.416
```
Forces are in eV/Å.

Highest occupied orbital energy (eV): -9.95
Frontier orbital gap (eV): 9.53



In the order shown, the computed ΔE to the lowest compared entry with this formula, charge and spin values come out to 729.6; 744.0; 5.6; 266.4; 621.3; 356.8; 515.5; 533.9 kJ/mol.
In the order shown, the computed calculated total energy values come out to -346.4976; -346.4921; -346.5363; -421.9116; -421.7764; -421.8772; -497.0682; -572.2988 a.u..